1.
C4H9NO in the gas phase at a distorted geometry, computed with ωB97M-V/def2-TZVPD.

The value obtained for the total energy is -287.714826 hartree. The calculation puts the relative energy (zero: lowest compared OMol25 entry of this formula, charge and spin) at 308.8 kJ/mol. Its HOMO energy is -0.361 Ha. As for the SMILES: C=NOC(C)C.

The geometry in XYZ format:
```
15
Properties=species:S:1:pos:R:3:forces:R:3
C 1.67602 -0.95596 0.15620 0.22 0.63 -0.86
C 0.34253 -0.18804 0.12684 0.18 -0.19 0.46
C 0.50189 1.20895 -0.46356 0.06 0.89 0.17
C -2.36061 0.00550 0.36910 0.61 -1.09 -1.37
H 2.45634 -0.25596 0.58963 -0.75 -1.13 -0.45
H 1.96150 -1.28100 -0.88387 -0.15 0.64 0.91
H 1.55834 -1.88059 0.71327 0.20 0.08 0.34
H -0.07482 -0.23969 1.16060 0.29 0.39 -0.62
H 1.01977 1.95258 0.21964 -0.41 -1.01 -0.80
H 1.06720 1.06947 -1.41120 -0.23 0.38 0.62
H -0.48465 1.64887 -0.72970 0.62 -0.31 0.19
H -1.78513 0.65091 1.00656 0.09 0.15 0.21
H -3.42553 -0.04587 0.43057 -0.51 0.24 0.20
N -1.91070 -0.78084 -0.54692 0.22 0.59 0.85
O -0.54214 -0.90832 -0.73715 -0.43 -0.25 0.15
```
Positions in Å, forces in eV/Å.

2.
C4H9NO in the gas phase at a distorted geometry, computed with ωB97M-V/def2-TZVPD.

The value obtained for the total energy is -287.601029 hartree. The calculation puts the relative energy (zero: lowest compared OMol25 entry of this formula, charge and spin) at 607.6 kJ/mol. Its HOMO energy is -0.237 Ha.

The geometry in XYZ format:
```
15
Properties=species:S:1:pos:R:3:forces:R:3
C 1.26608 0.84803 -1.57781 0.88 -0.52 -0.38
C -0.71444 0.51581 -0.69052 -1.01 0.05 0.28
O 0.49219 -0.36344 -1.20467 0.28 1.55 0.12
C -0.82764 0.19332 0.75540 -0.40 0.08 0.17
C -0.97824 -1.14617 1.37963 -0.22 -0.27 0.09
N 0.33076 -0.47486 1.37152 0.15 0.08 0.06
H 0.70910 1.39763 -2.34186 0.18 -0.50 0.24
H 1.41435 1.53574 -0.73695 -0.07 -0.58 -0.15
H 2.19461 0.43850 -1.95690 0.59 0.08 -0.25
H -1.53759 0.15042 -1.29675 -0.28 -0.36 0.14
H 0.88404 -0.77459 -0.36911 -0.18 0.62 -0.23
H -1.26020 1.02610 1.30942 0.00 -0.22 0.11
H -1.02817 -2.03386 0.75226 -0.05 0.14 0.08
H -1.51731 -1.21061 2.32012 0.15 -0.08 -0.01
H 0.57245 -0.10203 2.28623 0.00 -0.06 -0.28
```
Positions in Å, forces in eV/Å.

3.
C4H9NO in the gas phase at a distorted geometry, computed with ωB97M-V/def2-TZVPD.

The value obtained for the total energy is -287.801547 hartree. The calculation puts the relative energy (zero: lowest compared OMol25 entry of this formula, charge and spin) at 81.1 kJ/mol. Its HOMO energy is -0.360 Ha. As for the SMILES: CCCNC=O.

The geometry in XYZ format:
```
15
Properties=species:S:1:pos:R:3:forces:R:3
C 1.71133 0.21534 1.48772 0.00 -0.26 -0.74
N 0.38464 0.50884 1.27399 0.11 0.43 -0.35
C -0.61420 -0.43336 0.73705 0.84 0.33 1.11
C -1.20451 0.02839 -0.57647 0.06 -1.20 -0.62
C -0.18882 -0.04795 -1.73646 -0.19 -0.05 0.50
O 2.26334 -0.83047 1.25062 -0.13 -0.38 0.47
H 2.27105 1.08457 1.86475 -0.04 0.13 0.01
H 0.34746 1.41563 0.83017 -0.42 0.37 0.50
H -1.36890 -0.56930 1.51378 -0.26 0.23 -0.13
H -0.10540 -1.39733 0.70458 -0.06 -0.08 -0.60
H -1.72578 0.98953 -0.54269 0.34 0.09 0.28
H -1.99602 -0.69784 -0.75371 -0.22 -0.05 -0.30
H -0.68022 0.02807 -2.70563 0.06 0.41 0.02
H 0.57900 0.71637 -1.59635 -0.05 0.04 -0.36
H 0.32704 -1.01049 -1.75136 -0.05 -0.01 0.23
```
Positions in Å, forces in eV/Å.

4.
C4H9NO in the gas phase at a distorted geometry, computed with ωB97M-V/def2-TZVPD.

The value obtained for the total energy is -287.693966 hartree. The calculation puts the relative energy (zero: lowest compared OMol25 entry of this formula, charge and spin) at 363.6 kJ/mol. Its HOMO energy is -0.349 Ha. As for the SMILES: CN1C[C@H]1CO.

The geometry in XYZ format:
```
15
Properties=species:S:1:pos:R:3:forces:R:3
C -1.80204 0.62741 -0.16288 -1.02 -1.37 0.85
N -0.47263 0.21242 -0.44814 0.16 0.39 -0.42
C -0.34203 -1.20138 -0.44236 -0.85 -0.68 0.31
C 0.39485 -0.34757 0.56530 -0.24 0.06 0.10
C 1.80034 0.26452 0.51405 -0.12 -0.39 0.26
O 2.25395 0.51055 -0.79100 -0.11 0.06 -0.18
H -2.33919 0.80818 -1.11083 0.10 -0.16 0.44
H -2.30365 -0.48337 0.33624 0.29 3.91 -0.51
H -1.75750 1.58936 0.40428 -0.59 -1.04 0.06
H -1.42235 -1.54386 0.02536 3.12 -0.67 -1.31
H 0.12713 -1.69066 -1.31430 -0.44 0.05 0.71
H 0.02728 -0.50022 1.58432 -0.12 0.35 -0.13
H 2.53254 -0.39205 0.99191 -0.09 -0.02 -0.06
H 1.77979 1.20364 1.10756 -0.14 -0.34 -0.20
H 1.52349 0.94302 -1.25952 0.05 -0.15 0.08
```
Positions in Å, forces in eV/Å.

5.
C4H9NO in the gas phase at a distorted geometry, computed with ωB97M-V/def2-TZVPD.

The value obtained for the total energy is -287.813898 hartree. The calculation puts the relative energy (zero: lowest compared OMol25 entry of this formula, charge and spin) at 48.7 kJ/mol. Its HOMO energy is -0.358 Ha. As for the SMILES: CCCNC=O.

The geometry in XYZ format:
```
15
Properties=species:S:1:pos:R:3:forces:R:3
C 1.28040 -0.39626 1.86421 -0.05 0.20 0.01
N 0.63380 0.48180 1.05870 0.19 -0.26 0.43
C 0.77592 0.41843 -0.38072 -0.74 -0.05 0.03
C -0.27195 -0.48558 -1.03349 0.34 -0.42 0.46
C -1.66167 0.08234 -0.87846 -0.31 0.99 -0.57
O 2.03023 -1.26400 1.47752 0.03 -0.14 -0.07
H 1.06989 -0.23080 2.93248 -0.03 0.01 0.06
H 0.04425 1.16279 1.50136 -0.06 0.06 -0.10
H 1.77588 0.05301 -0.58154 0.16 0.16 -0.18
H 0.59678 1.42230 -0.75937 0.46 0.18 -0.15
H -0.20726 -1.46869 -0.56815 0.03 -0.13 0.02
H 0.01854 -0.62178 -2.06975 -0.15 0.06 -0.31
H -2.44831 -0.42817 -1.43275 0.14 -0.36 0.11
H -1.96718 0.16877 0.16246 0.01 -0.16 0.09
H -1.66932 1.10583 -1.29249 -0.02 -0.16 0.17
```
Positions in Å, forces in eV/Å.

6.
C4H9NO in the gas phase at a distorted geometry, computed with ωB97M-V/def2-TZVPD.

The value obtained for the total energy is -287.794929 hartree. The calculation puts the relative energy (zero: lowest compared OMol25 entry of this formula, charge and spin) at 98.5 kJ/mol. Its HOMO energy is -0.348 Ha. As for the SMILES: CCNC(C)=O.

The geometry in XYZ format:
```
15
Properties=species:S:1:pos:R:3:forces:R:3
C 0.85203 -1.86345 0.63991 -0.36 0.11 0.00
C 0.11706 -1.35107 -0.63016 -0.83 0.08 0.08
N -0.89879 -0.16584 -0.41021 1.16 -0.23 -0.01
C -0.18633 0.97085 -0.21607 0.69 0.20 0.05
O 1.03169 0.87104 -0.24944 0.38 0.84 0.17
C -0.74764 2.36183 0.04413 -0.06 -0.04 0.01
H 1.14026 -2.92161 0.52785 -0.26 0.32 -0.17
H 0.17276 -1.79904 1.48913 0.04 -0.08 0.14
H 1.77288 -1.31983 0.89758 -0.52 0.09 -0.34
H 0.91631 -1.07976 -1.34967 -1.02 0.35 0.27
H -0.45782 -2.15224 -1.08042 -0.25 -0.14 0.10
H -1.93208 -0.08911 -0.39304 1.27 -0.97 -0.19
H -1.82463 2.50732 0.16806 0.10 -0.34 -0.09
H -0.38935 2.99799 -0.77282 -0.15 -0.14 0.11
H -0.23051 2.71092 0.94397 -0.20 -0.04 -0.12
```
Positions in Å, forces in eV/Å.

7.
2 unconnected molecules or ions with the total composition C4H9NO at a distorted geometry, computed with ωB97M-V/def2-TZVPD.

The value obtained for the total energy is -287.741493 hartree. The calculation puts the relative energy (zero: lowest compared OMol25 entry of this formula, charge and spin) at 238.8 kJ/mol. Its HOMO energy is -0.281 Ha. As for the SMILES: C=C/C=C/N.O.

The geometry in XYZ format:
```
15
Properties=species:S:1:pos:R:3:forces:R:3
N 0.83355 -2.80644 -0.90450 0.25 0.85 0.85
C 0.10932 -1.69949 -0.51593 -1.49 0.15 -0.07
C -0.30910 -0.68062 -1.27819 0.08 -0.13 -0.70
C -1.32492 0.27582 -0.87628 0.45 0.26 0.89
C -1.92653 1.17066 -1.66491 0.91 -0.24 -0.65
H 0.65503 -3.61097 -0.33265 0.24 -0.26 -0.30
H 0.92968 -2.92621 -1.89228 0.00 -0.36 -0.18
H -0.34112 -1.69437 0.47435 0.33 -0.54 0.15
H 0.16126 -0.50631 -2.23730 -0.20 -0.23 -0.40
H -1.52049 0.27014 0.19519 0.14 0.41 0.12
H -2.21589 2.15955 -1.34449 -0.97 -0.33 0.31
H -1.85338 0.99721 -2.73645 0.25 0.42 -0.02
H 2.28557 3.54284 3.77213 -0.13 -0.14 -0.10
H 2.02150 2.34007 4.71163 -0.15 -0.09 -0.18
O 2.49553 3.16812 4.62968 0.28 0.23 0.28
```
Positions in Å, forces in eV/Å.

8.
C4H9NO in the gas phase, computed with ωB97M-V/def2-TZVPD.

The value obtained for the total energy is -287.759430 hartree. The calculation puts the relative energy (zero: lowest compared OMol25 entry of this formula, charge and spin) at 191.7 kJ/mol. Its HOMO energy is -0.342 Ha. As for the SMILES: CC/N=C\CO.

The geometry in XYZ format:
```
15
Properties=species:S:1:pos:R:3:forces:R:3
C -2.33574 -0.13034 -0.48429 -0.11 -0.05 -0.05
N -0.37036 0.66125 0.50805 0.35 -0.16 0.33
C -0.81596 -0.18230 -0.59935 -0.07 -0.02 -0.02
C 0.75154 0.54036 1.07422 -0.19 0.12 0.01
C 1.98473 -0.20579 0.61645 0.00 -0.10 0.22
O 2.14523 -0.20314 -0.78529 0.00 0.19 -0.14
H -2.87337 -0.55985 -1.33342 0.15 -0.04 0.05
H -2.63168 -0.65067 0.43258 -0.07 0.05 -0.17
H -2.62152 0.91850 -0.35997 -0.07 -0.19 -0.14
H -0.43534 -1.20693 -0.48769 -0.03 0.14 -0.05
H -0.46343 0.16450 -1.57976 -0.07 0.16 0.26
H 0.86143 1.09178 2.01289 0.15 0.10 -0.13
H 1.96331 -1.25704 0.92737 -0.07 0.12 0.01
H 2.84019 0.26469 1.12564 -0.04 -0.14 -0.14
H 1.99597 0.70265 -1.08722 0.08 -0.18 -0.05
```
Positions in Å, forces in eV/Å.